Record 1
{"formula": "C18H25F3HfO3", "method": "ωB97M-V/def2-TZVPD", "relative_energy_kj_mol": 0.0, "homo_ha": -0.735, "gap_ev": 2.4685, "total_charge": 4, "elements": ["C", "C", "C", "C", "C", "C", "C", "C", "C", "C", "C", "C", "C", "C", "C", "F", "C", "F", "F", "C", "O", "O", "C", "O", "H", "H", "H", "H", "H", "H", "H", "H", "H", "H", "H", "H", "H", "H", "H", "H", "H", "H", "H", "H", "H", "H", "H", "H", "H", "Hf"], "xyz": [[2.65483, -3.33319, -0.16897], [1.15198, -3.00592, -0.14322], [0.39060, -3.52314, -1.34124], [-1.12126, -3.44348, -1.26823], [-1.69920, -2.13590, -0.66650], [-1.87169, -1.04926, -1.75779], [-3.08956, -0.11894, -1.53229], [-2.91961, 1.06260, -0.53128], [-1.67191, 1.06854, 0.36288], [-1.56880, 2.41635, 1.14467], [-0.41852, 2.32326, 2.11156], [0.84974, 2.68402, 1.85474], [1.47344, 3.26099, 0.63267], [2.52785, 2.30492, -0.05583], [2.33108, 2.22461, -1.50140], [1.68300, 3.06684, -2.14591], [2.92409, 1.11290, -2.28419], [3.60443, 1.36573, -3.27640], [2.75894, -0.04572, -1.90041], [1.58176, 2.33733, 3.13200], [2.76356, 2.24924, 3.22056], [0.61656, 2.07236, 4.13284], [-0.49374, 1.80214, 3.49844], [-1.41516, 1.17949, 4.06663], [3.18283, -2.62762, -0.80906], [2.83164, -4.35905, -0.47883], [3.09651, -3.20422, 0.81781], [1.08272, -1.89597, -0.17609], [0.69895, -3.28575, 0.81013], [0.80911, -3.09233, -2.26025], [0.62373, -4.60960, -1.42032], [-1.47925, -4.25840, -0.61608], [-1.50752, -3.65767, -2.26429], [-2.70183, -2.37165, -0.30641], [-1.15993, -1.75977, 0.20045], [-2.07510, -1.57631, -2.69099], [-0.93081, -0.51041, -1.91683], [-3.28899, 0.33029, -2.50697], [-3.92690, -0.73224, -1.21629], [-3.05058, 2.01221, -1.05111], [-3.76270, 0.99736, 0.15774], [-0.72706, 0.95729, -0.17527], [-1.80175, 0.28815, 1.11641], [-2.49482, 2.65115, 1.66633], [-1.37907, 3.20261, 0.41852], [2.00038, 4.17224, 0.91616], [0.66907, 3.53054, -0.04378], [3.53019, 2.74208, 0.11684], [2.51410, 1.29735, 0.36907], [-1.79531, -0.11606, 5.75979]], "forces_ev_per_angstrom": [[-0.30, 0.26, 0.35], [0.46, 0.54, -0.19], [-0.08, 0.04, 0.60], [0.96, 0.01, -0.09], [-0.96, 0.27, 0.15], [0.02, -0.36, -0.36], [0.89, 0.48, 0.46], [-0.26, -0.69, 0.22], [-0.64, 0.88, 0.47], [0.25, -0.91, 0.07], [-1.46, 0.47, -1.38], [-0.37, -1.00, 1.89], [0.29, -0.06, 0.26], [-1.24, 0.50, 0.03], [0.43, -1.07, 1.40], [-0.14, 1.02, -0.86], [-0.34, 1.33, 0.09], [0.29, -0.24, -0.92], [0.31, -1.21, 0.24], [2.80, 1.25, -2.37], [-1.66, -0.13, 1.03], [0.11, -1.23, 0.92], [1.05, 1.15, -0.86], [-0.76, -1.50, 1.88], [0.11, -0.30, -0.34], [0.15, 0.01, -0.14], [-0.05, -0.09, 0.11], [-0.11, -0.01, 0.17], [-0.13, -0.22, -0.08], [0.00, -0.14, -0.14], [-0.04, 0.05, -0.30], [-0.22, 0.10, 0.03], [-0.30, -0.02, 0.07], [-0.03, -0.06, 0.03], [0.29, -0.21, -0.02], [0.03, 0.15, -0.14], [0.04, 0.03, -0.01], [-0.29, -0.25, -0.10], [-0.23, 0.01, -0.27], [0.28, 0.06, -0.10], [-0.08, 0.21, 0.02], [-0.02, -0.35, -0.07], [0.37, -0.34, -0.21], [-0.10, -0.01, -0.04], [-0.04, 0.27, 0.16], [-0.08, 0.12, -0.04], [0.03, 0.09, -0.17], [0.21, -0.21, -0.02], [0.38, -0.10, -0.06], [0.18, 1.40, -1.36]], "lowdin_charge": [-0.077, -0.270, -0.185, -0.141, -0.166, -0.172, -0.133, -0.158, -0.182, -0.091, -0.044, -0.024, -0.021, 0.000, -0.049, 0.355, -0.180, 0.446, 0.397, -0.282, 0.285, 0.191, -0.336, -0.257, 0.058, 0.093, 0.080, 0.090, 0.119, 0.139, 0.171, 0.156, 0.134, 0.121, 0.080, 0.125, 0.098, 0.132, 0.123, 0.127, 0.123, 0.098, 0.110, 0.144, 0.129, 0.166, 0.125, 0.204, 0.161, 1.990]}

Record 2
{"formula": "C18H25F6N2O3PSiV", "method": "ωB97M-V/def2-TZVPD", "homo_ha": [-0.180, -0.208], "s_squared": 2.02, "gap_ev": [7.1072, 7.6882], "spin_multiplicity": 3, "total_charge": -1, "elements": ["V", "O", "C", "O", "C", "C", "C", "C", "C", "N", "H", "H", "H", "H", "C", "Si", "C", "C", "O", "H", "H", "H", "H", "H", "H", "H", "H", "H", "F", "P", "F", "F", "F", "F", "F", "C", "N", "C", "C", "C", "C", "C", "C", "C", "C", "H", "H", "H", "H", "H", "H", "H", "H", "H", "H", "H", "H"], "xyz": [[0.05530, 0.27786, -0.20335], [-2.64999, -2.51771, -0.40490], [-1.81251, -1.72818, -0.02941], [-1.10696, -0.91262, -0.73959], [-1.45908, -1.51953, 1.40736], [-2.12130, -2.07978, 2.48479], [-1.71507, -1.74605, 3.76183], [-0.61380, -0.90744, 3.90680], [-0.01150, -0.38476, 2.77923], [-0.45680, -0.62746, 1.54438], [-2.93502, -2.76395, 2.28742], [-2.23137, -2.12855, 4.63237], [-0.22954, -0.65475, 4.88507], [0.85802, 0.25119, 2.85035], [4.12574, -0.15065, -0.34583], [3.11753, 0.91636, 0.83979], [3.66700, 2.71284, 0.60693], [3.60432, 0.41794, 2.61296], [1.52432, 0.80420, 0.62245], [5.19453, -0.06720, -0.13022], [3.95760, 0.18171, -1.37107], [3.84816, -1.20602, -0.28946], [4.74170, 2.81865, 0.77949], [3.14070, 3.39407, 1.28064], [3.45703, 3.02079, -0.42019], [4.68866, 0.50946, 2.71830], [3.33275, -0.61418, 2.85215], [3.14473, 1.07082, 3.36103], [1.45952, -0.52930, -2.03191], [1.11821, 0.68876, -3.09832], [2.68974, 0.81514, -3.41518], [0.78819, 1.89828, -4.10289], [0.91633, -0.39315, -4.25839], [1.28400, 1.76359, -1.86159], [-0.44998, 0.58875, -2.68809], [-0.30001, 5.38500, 2.11231], [0.46900, 4.21926, 1.73503], [0.30339, 3.14749, 2.69710], [0.27295, 3.76552, 0.34709], [-1.09422, 3.18531, 0.03442], [-2.11573, 4.11277, -0.18493], [-3.42720, 3.72435, -0.39488], [-3.72395, 2.37354, -0.38873], [-2.70655, 1.44395, -0.21765], [-1.36190, 1.79881, -0.01271], [0.05208, 5.73085, 3.08817], [-1.38222, 5.19489, 2.18562], [-0.13267, 6.18433, 1.38734], [0.69677, 3.46476, 3.66775], [0.86838, 2.28695, 2.34552], [-0.74718, 2.83933, 2.82653], [1.03425, 3.02054, 0.15021], [0.45999, 4.63059, -0.29493], [-1.86888, 5.16985, -0.20892], [-4.19987, 4.46515, -0.56538], [-4.74174, 2.03424, -0.54890], [-2.99781, 0.40441, -0.26321]], "forces_ev_per_angstrom": [[0.53, 3.33, -0.79], [0.01, 0.00, 0.10], [-0.26, -0.08, -0.01], [-2.52, -3.83, -2.17], [0.14, 0.42, 0.62], [-0.02, -0.18, -0.26], [0.27, 0.20, 0.07], [-0.25, -0.22, 0.05], [0.16, 0.18, -0.04], [-0.66, -0.98, 1.33], [-0.02, 0.03, -0.02], [0.01, -0.06, -0.01], [0.02, 0.03, -0.01], [-0.06, 0.09, -0.05], [-0.23, 0.12, 0.16], [1.05, 0.33, 0.03], [-0.11, -0.33, 0.03], [-0.16, 0.03, -0.23], [2.33, 0.23, 1.43], [-0.01, 0.02, 0.05], [-0.01, -0.03, -0.02], [-0.01, 0.01, 0.00], [0.00, -0.03, 0.01], [-0.03, 0.00, -0.02], [0.00, 0.02, 0.01], [0.00, -0.01, 0.02], [0.00, 0.00, -0.04], [-0.01, 0.02, -0.02], [-0.31, 0.16, 0.30], [0.13, 0.57, -0.96], [-0.07, -0.05, 0.05], [0.07, -0.12, 0.07], [0.04, 0.02, 0.10], [0.00, -0.32, -0.06], [0.27, -0.09, 0.06], [0.11, -0.08, 0.00], [0.00, -0.05, 0.00], [0.07, 0.09, -0.08], [-0.06, -0.07, 0.10], [-0.16, 0.11, 0.02], [0.01, 0.03, -0.01], [-0.01, 0.05, 0.01], [-0.05, -0.07, -0.01], [-0.04, 0.16, 0.14], [-0.13, 0.37, 0.13], [-0.04, 0.03, 0.01], [-0.01, 0.03, 0.00], [-0.04, 0.01, 0.00], [-0.04, 0.00, 0.01], [-0.01, -0.02, 0.06], [-0.01, -0.02, 0.00], [0.07, 0.05, -0.07], [0.03, -0.03, -0.03], [0.01, -0.01, 0.01], [0.00, -0.01, -0.01], [0.01, 0.00, 0.00], [0.00, -0.05, -0.06]], "lowdin_spin": [1.836, 0.018, 0.012, 0.017, 0.021, -0.004, 0.021, -0.004, 0.019, -0.003, -0.001, 0.001, -0.001, 0.001, 0.002, 0.008, -0.001, 0.000, 0.034, 0.000, 0.000, 0.000, 0.000, 0.000, 0.000, 0.000, 0.000, 0.000, 0.011, 0.000, 0.000, 0.000, 0.000, 0.004, 0.005, 0.000, 0.001, 0.000, 0.001, 0.009, -0.004, 0.016, -0.003, 0.011, -0.032, 0.000, 0.000, 0.000, 0.000, 0.000, 0.000, 0.000, 0.000, -0.001, 0.001, -0.001, 0.000]}

Record 3
{"formula": "C18H25IN2O4", "method": "ωB97M-V/def2-TZVPD", "smiles": "C[C@H](O)Cc1nc2cc(COCOCCO)ccc2nc1C[C@@H](C)I", "homo_ha": -0.334, "gap_ev": 8.8971, "total_charge": 0, "elements": ["C", "C", "O", "C", "C", "N", "C", "C", "C", "C", "O", "C", "O", "C", "C", "O", "C", "C", "C", "N", "C", "C", "C", "C", "I", "H", "H", "H", "H", "H", "H", "H", "H", "H", "H", "H", "H", "H", "H", "H", "H", "H", "H", "H", "H", "H", "H", "H", "H", "H"], "xyz": [[-3.93494, -0.52712, -2.59216], [-2.92990, -0.39107, -1.44971], [-3.66065, -0.43678, -0.22158], [-2.14313, 0.92007, -1.54178], [-1.30829, 1.16156, -0.30875], [-0.48708, 0.20541, 0.02246], [0.29854, 0.38575, 1.12053], [1.19976, -0.61618, 1.50202], [1.99717, -0.44627, 2.59275], [2.95039, -1.52335, 3.03079], [3.52398, -2.20890, 1.93567], [3.11877, -3.55351, 1.82430], [3.58927, -4.07027, 0.63500], [2.96601, -3.52413, -0.50739], [3.43619, -4.27153, -1.73776], [4.85066, -4.34154, -1.80426], [1.91392, 0.75430, 3.33568], [1.04441, 1.73410, 2.99361], [0.21361, 1.57266, 1.87385], [-0.66202, 2.55477, 1.52506], [-1.40857, 2.36750, 0.47381], [-2.35741, 3.47553, 0.10626], [-1.92124, 4.23100, -1.16042], [-3.06479, 4.63432, -2.07420], [-0.83290, 6.01825, -0.61576], [-3.98813, -1.55445, -2.94877], [-3.67037, 0.11943, -3.42955], [-4.91775, -0.23984, -2.22178], [-2.21878, -1.21793, -1.47299], [-3.08488, -0.79922, 0.45845], [-2.84606, 1.73235, -1.71697], [-1.45302, 0.83825, -2.38523], [1.25361, -1.50810, 0.89001], [3.75815, -1.08634, 3.62070], [2.41943, -2.22749, 3.68251], [3.55091, -4.16153, 2.62567], [2.01833, -3.62468, 1.87616], [1.87428, -3.63972, -0.42799], [3.17714, -2.45483, -0.60385], [3.03118, -5.28555, -1.74092], [3.02905, -3.75094, -2.60945], [5.15685, -3.85034, -2.56874], [2.56765, 0.88615, 4.18873], [0.98637, 2.65376, 3.56066], [-3.36554, 3.08021, -0.04638], [-2.40918, 4.13828, 0.96688], [-1.19051, 3.64479, -1.71494], [-3.71226, 3.77911, -2.28319], [-2.68289, 5.00449, -3.02538], [-3.67539, 5.41954, -1.63167]], "forces_ev_per_angstrom": [[0.17, 0.01, 0.13], [-0.05, 0.03, 0.00], [-0.05, -0.11, -0.06], [0.05, -0.16, 0.18], [-0.04, 0.06, 0.01], [0.01, 0.00, 0.01], [-0.24, 0.36, -0.04], [0.08, -0.31, -0.20], [0.10, 0.06, 0.14], [0.11, -0.12, 0.03], [-0.06, 0.12, 0.01], [0.02, -0.27, -0.08], [-0.03, -0.10, 0.14], [-0.11, 0.07, -0.18], [-0.04, 0.10, -0.05], [0.02, 0.00, -0.03], [0.33, -0.44, 0.18], [-0.13, 0.48, 0.15], [-0.25, -0.09, -0.35], [0.00, -0.01, 0.08], [0.07, -0.03, 0.00], [-0.06, 0.00, 0.03], [-0.10, 0.07, 0.04], [0.00, 0.06, -0.12], [0.12, -0.12, -0.06], [-0.08, 0.00, 0.00], [-0.01, -0.05, -0.05], [-0.03, 0.07, -0.05], [0.05, -0.01, 0.01], [0.03, 0.06, 0.03], [0.05, 0.05, -0.07], [-0.11, 0.15, -0.14], [0.02, 0.01, 0.03], [0.01, 0.02, 0.02], [0.02, 0.00, 0.06], [0.05, 0.04, -0.01], [-0.02, 0.09, -0.01], [-0.01, 0.01, -0.01], [0.16, -0.03, 0.09], [0.08, -0.06, 0.09], [-0.07, -0.06, -0.02], [0.01, 0.03, 0.01], [0.02, 0.00, 0.04], [-0.06, 0.03, -0.05], [0.04, -0.09, -0.07], [-0.04, 0.05, -0.04], [0.01, 0.03, 0.01], [0.03, -0.06, 0.03], [-0.01, 0.05, 0.03], [-0.04, -0.02, 0.07]], "lowdin_charge": [-0.036, -0.427, -0.036, -0.090, -0.202, 0.191, -0.187, 0.044, -0.176, -0.161, -0.094, -0.273, -0.073, -0.206, -0.235, -0.046, -0.028, -0.009, -0.201, 0.194, -0.214, -0.215, -0.777, -0.187, 0.806, 0.076, 0.076, 0.084, 0.133, 0.088, 0.097, 0.136, 0.110, 0.129, 0.135, 0.143, 0.135, 0.127, 0.128, 0.119, 0.121, 0.083, 0.115, 0.118, 0.119, 0.089, 0.066, 0.070, 0.071, 0.068]}

| no. | molar mass (u) | DFT total energy (eV) |
| --- | --- | --- |
| 1 | 524.9 | -34617.3829 |
| 2 | 541.4 | -87365.7620 |
| 3 | 460.3 | -38341.8479 |